Entry from OMol25: 8 unconnected molecules or ions with the total composition C24H38F8O21P at a distorted geometry (ωB97M-V/def2-TZVPD).

Values from the calculation:
max |F| = 5.3 eV/A
HOMO level = -8.80 eV
LUMO level = 0.0570 Eh
frontier orbital gap = 10.4 eV
total charge = -1

```
92
C24H38F8O21P (ωB97M-V/def2-TZVPD)
P -1.15 0.55 1.65
F -0.18 0.85 0.42
F -2.36 0.53 0.63
F -0.96 -1.05 1.41
F -2.08 0.29 2.90
F 0.09 0.42 2.70
F -1.41 2.15 1.87
C -5.37 3.68 -3.78
C -5.27 2.48 -4.71
O -4.23 2.80 -5.57
C -3.88 4.04 -5.48
O -3.08 4.63 -6.21
O -4.54 4.62 -4.42
H -4.90 3.33 -2.86
H -6.34 4.18 -3.71
H -6.17 2.34 -5.30
H -5.09 1.64 -4.04
C 0.86 -2.42 -5.33
C 1.00 -3.56 -4.23
O 2.14 -4.26 -4.73
C 2.45 -3.87 -5.98
O 3.30 -4.45 -6.63
O 1.82 -2.80 -6.38
H 1.29 -1.55 -4.83
H -0.15 -2.24 -5.70
H 0.11 -4.19 -4.24
H 1.08 -3.06 -3.27
C 8.47 7.71 8.01
C 8.48 6.27 8.62
O 7.11 5.83 8.35
C 6.77 4.54 8.54
O 7.44 3.65 9.12
O 5.54 4.38 7.97
C 4.74 3.21 8.11
H 9.26 8.28 8.48
H 7.56 8.27 8.24
H 8.45 7.74 6.92
H 8.79 6.18 9.66
H 9.16 5.73 7.95
H 3.85 3.23 8.74
H 5.25 2.29 8.41
H 4.31 3.22 7.11
C -7.01 -3.30 -3.92
C -5.57 -3.64 -4.10
O -5.24 -4.55 -5.20
C -5.35 -4.04 -6.42
O -5.71 -2.87 -6.74
O -5.06 -4.98 -7.38
C -4.76 -4.72 -8.75
H -7.41 -2.88 -4.85
H -7.30 -2.56 -3.18
H -7.64 -4.17 -3.73
H -5.24 -4.28 -3.28
H -4.87 -2.80 -4.07
H -3.80 -5.11 -9.07
H -4.96 -3.68 -9.03
H -5.52 -5.24 -9.35
C 11.15 0.71 -4.20
C 11.03 0.30 -2.76
O 9.65 0.75 -2.43
C 9.27 0.75 -1.15
O 10.07 0.58 -0.23
O 7.94 0.98 -1.05
C 7.24 0.70 0.20
H 11.05 1.78 -4.34
H 10.43 0.31 -4.91
H 12.09 0.46 -4.69
H 11.82 0.79 -2.19
H 11.13 -0.75 -2.50
H 7.83 0.08 0.88
H 6.34 0.10 0.06
H 6.86 1.57 0.73
C -7.63 1.93 2.82
C -8.64 2.81 2.11
O -9.87 2.58 2.84
C -9.73 1.79 3.87
O -10.51 1.46 4.75
O -8.40 1.40 3.86
F -8.75 2.49 0.81
H -6.82 2.54 3.21
H -7.28 1.05 2.28
H -8.45 3.87 2.23
C -2.55 -5.54 5.37
C -3.57 -5.13 4.38
O -4.70 -5.65 4.89
C -4.36 -6.74 5.64
O -5.13 -7.60 6.08
O -3.04 -6.91 5.65
F -3.38 -5.61 3.15
H -2.54 -4.83 6.20
H -1.56 -5.69 4.93
H -3.72 -4.08 4.15
```

Atom charges from the Löwdin analysis, given in e for atoms 1 to 4:
1 P 0.07
2 F -0.16
3 F -0.16
4 F -0.20

---

Entry from OMol25: a molecular structure, C24H38N3O3RuSSb (ωB97M-V/def2-TZVPD).

Values from the calculation:
max |F| = 0.4 eV/A
HOMO level (spin up / spin down) = -11.22 / -11.45 eV
spin multiplicity = 2
LUMO level (spin up / spin down) = -0.1098 / -0.1350 Eh
frontier orbital gap (spin up / spin down) = 8.2 / 7.8 eV
total charge = +1

```
71
C24H38N3O3RuSSb (ωB97M-V/def2-TZVPD)
Ru 0.02 -0.02 0.46
N 3.33 -1.94 1.98
C 2.36 -1.39 1.25
O 1.27 -1.07 1.77
C 2.59 -1.15 -0.21
C 1.25 -0.87 -0.90
H 3.22 -1.98 2.98
H 4.23 -2.12 1.59
H 3.12 -1.99 -0.66
H 3.25 -0.28 -0.25
H 0.76 -1.79 -1.21
H 1.38 -0.24 -1.78
C 4.64 4.91 -4.16
C 4.04 4.31 -2.92
C 3.80 5.11 -1.80
C 3.27 4.57 -0.64
C 2.98 3.21 -0.59
C 3.22 2.40 -1.69
C 3.74 2.95 -2.85
S 2.33 2.52 0.90
O 2.02 3.62 1.77
O 3.18 1.46 1.34
N 0.95 1.78 0.43
C -0.10 2.45 -0.18
C -0.34 3.80 -0.40
C -1.53 4.13 -1.03
C -2.45 3.15 -1.39
C -2.15 1.83 -1.11
N -1.00 1.50 -0.53
H 4.16 5.86 -4.41
H 4.53 4.24 -5.01
H 5.70 5.10 -4.02
H 4.03 6.17 -1.84
H 3.09 5.19 0.23
H 2.99 1.34 -1.65
H 3.93 2.32 -3.71
H 0.36 4.55 -0.07
H -1.75 5.17 -1.23
H -3.38 3.40 -1.88
H -2.82 1.02 -1.36
C -4.24 -3.21 -0.60
C -3.26 -2.04 -0.71
C -2.57 -2.00 -2.07
Sb -1.76 -2.02 0.84
C -1.21 -4.09 0.99
C 0.25 -4.28 1.40
C -2.16 -4.84 1.93
C -2.85 -1.62 2.64
C -1.89 -1.61 3.83
C -3.57 -0.28 2.50
H -4.98 -3.14 -1.40
H -4.78 -3.21 0.35
H -3.73 -4.16 -0.71
H -3.81 -1.10 -0.55
H -1.99 -2.90 -2.24
H -1.89 -1.14 -2.16
H -3.31 -1.93 -2.87
H -1.34 -4.47 -0.02
H 0.45 -3.85 2.38
H 0.93 -3.82 0.69
H 0.48 -5.35 1.45
H -2.07 -4.49 2.96
H -1.92 -5.90 1.93
H -3.21 -4.74 1.64
H -3.59 -2.41 2.76
H -1.13 -0.84 3.72
H -1.37 -2.57 3.95
H -2.44 -1.41 4.75
H -2.85 0.54 2.33
H -4.12 -0.04 3.41
H -4.28 -0.27 1.67
```

Atom charges from the Löwdin analysis, given in e for atoms 1 to 4:
1 Ru 1.03
2 N 0.23
3 C -0.53
4 O -0.15

---

Entry from OMol25: a molecular structure, C24H39AsBN8OPd (ωB97M-V/def2-TZVPD).

Values from the calculation:
max |F| = 0.1 eV/A
HOMO level (spin up / spin down) = -4.35 / -7.78 eV
spin multiplicity = 4
LUMO level (spin up / spin down) = 0.0032 / 0.0024 Eh
frontier orbital gap (spin up / spin down) = 4.4 / 7.8 eV

```
75
C24H39AsBN8OPd (ωB97M-V/def2-TZVPD)
Pd 1.67 0.48 -0.29
C -1.24 1.83 -2.41
C -1.64 0.43 -2.07
C -1.94 -0.57 -3.00
C -1.73 -1.80 -2.43
N -1.32 -1.64 -1.13
N -1.20 -0.24 -0.90
B -0.21 -2.43 -0.46
N 0.08 -1.79 0.90
C 0.20 -2.39 2.12
C 0.37 -1.43 3.09
C 0.32 -0.18 2.49
C 0.91 1.08 3.02
N 0.01 -0.36 1.08
N 1.10 -2.39 -1.35
C 1.45 -3.20 -2.36
C 2.58 -2.68 -2.97
C 2.85 -1.51 -2.26
C 3.92 -0.49 -2.48
N 1.95 -1.35 -1.29
N -0.58 -3.90 -0.28
C 0.24 -4.94 -0.03
C -0.54 -6.04 0.27
C -1.86 -5.56 0.18
C -3.13 -6.31 0.39
N -1.87 -4.27 -0.14
H -1.19 1.92 -3.50
H -1.93 2.60 -2.06
H -0.24 2.06 -2.01
H -2.25 -0.38 -4.02
H -1.87 -2.79 -2.84
H 0.18 -3.46 2.20
H 0.59 -1.62 4.13
H 1.38 0.88 3.98
H 1.69 1.46 2.34
H 0.20 1.90 3.18
H 0.89 -4.09 -2.57
H 3.13 -3.09 -3.80
H 3.64 0.21 -3.27
H 4.10 0.08 -1.57
H 4.86 -0.97 -2.78
H 1.32 -4.83 -0.07
H -0.21 -7.04 0.50
H -2.93 -7.31 0.77
H -3.77 -5.79 1.12
H -3.70 -6.39 -0.54
C -1.21 2.55 0.85
C -2.06 1.29 1.01
C -3.39 1.44 0.26
C -2.46 1.10 2.49
C -1.38 -0.01 0.53
H -1.62 3.35 1.48
H -1.23 2.89 -0.18
H -0.17 2.37 1.12
H -3.93 2.30 0.67
H -4.02 0.55 0.41
H -3.27 1.58 -0.81
H -3.02 1.98 2.82
H -1.62 0.96 3.16
H -3.11 0.24 2.60
H -2.03 -0.82 0.89
C 1.66 4.60 2.13
As 2.16 4.18 0.33
C 3.87 5.00 0.04
C 0.93 5.06 -0.85
O 2.28 2.56 0.04
H 1.68 5.68 2.26
H 2.36 4.13 2.81
H 0.65 4.22 2.32
H 3.81 6.08 0.21
H 4.18 4.81 -0.99
H 4.59 4.55 0.72
H 0.98 6.14 -0.71
H -0.08 4.71 -0.63
H 1.19 4.80 -1.87
```

Atom charges from the Löwdin analysis, given in e for atoms 1 to 4:
1 Pd 0.75
2 C -0.07
3 C -0.29
4 C -0.05

---

Entry from OMol25: a molecular structure, C24H39AsIN2O3SbSe4Si2Tc at a distorted geometry (ωB97M-V/def2-TZVPD).

Values from the calculation:
max |F| = 2.3 eV/A
HOMO level (spin up / spin down) = -9.95 / -9.95 eV
LUMO level (spin up / spin down) = -0.1794 / -0.1794 Eh
frontier orbital gap (spin up / spin down) = 5.1 / 5.1 eV
total charge = +1

```
78
C24H39AsIN2O3SbSe4Si2Tc (ωB97M-V/def2-TZVPD)
Tc -0.75 0.69 -1.03
C -3.11 0.25 2.69
C -2.17 1.43 2.74
N -2.43 2.42 3.58
C -1.64 3.51 3.58
C -0.60 3.72 2.70
C 0.12 5.04 2.72
O 1.53 4.81 2.67
C -0.34 2.69 1.77
C 0.71 2.81 0.75
N 0.82 2.12 -0.33
C 1.83 2.53 -1.24
C 1.77 3.79 -1.81
C 2.72 4.19 -2.74
C 3.74 3.33 -3.11
C 3.80 2.05 -2.57
C 2.85 1.66 -1.65
I 3.12 -0.29 -0.91
C -1.10 1.53 1.84
O -0.76 0.53 1.00
H -3.37 -0.06 3.70
H -2.68 -0.58 2.15
H -4.03 0.55 2.19
H -1.88 4.27 4.32
H -0.16 5.57 3.63
H -0.20 5.65 1.87
H 1.99 5.61 2.94
H 1.44 3.60 0.92
H 0.95 4.44 -1.55
H 2.63 5.17 -3.20
H 4.48 3.63 -3.84
H 4.59 1.37 -2.86
Se -1.00 4.87 -4.40
Sb -1.76 2.69 -3.97
Se -0.02 0.86 -3.18
Se -2.27 2.35 -1.36
Se -3.42 1.59 -5.24
C -4.16 -0.55 -1.49
C -3.00 -1.51 -1.58
C -2.74 -1.93 -3.01
C -3.23 -2.69 -0.66
O -1.80 -0.83 -1.06
H -5.08 -1.12 -1.68
H -4.11 0.23 -2.25
H -4.24 -0.11 -0.50
H -3.46 -2.69 -3.31
H -1.74 -2.34 -3.12
H -2.84 -1.08 -3.68
H -4.01 -3.33 -1.06
H -3.54 -2.35 0.33
H -2.32 -3.28 -0.55
C 2.90 -3.93 -1.11
Si 1.06 -3.81 -0.83
C 0.47 -4.81 0.60
C 0.28 -4.30 -2.41
As 0.85 -1.43 -0.36
Si 1.58 -1.35 2.00
C 2.12 0.30 2.57
C 3.11 -2.43 2.09
C 0.23 -2.05 3.04
H 3.10 -4.99 -1.34
H 3.52 -3.64 -0.26
H 3.19 -3.34 -1.98
H 0.64 -5.86 0.34
H -0.60 -4.68 0.79
H 1.01 -4.59 1.52
H 0.69 -5.30 -2.64
H 0.58 -3.63 -3.22
H -0.80 -4.37 -2.39
H 3.17 0.46 2.32
H 2.01 0.32 3.66
H 1.54 1.12 2.17
H 3.88 -2.13 1.38
H 2.90 -3.49 1.96
H 3.52 -2.29 3.10
H -0.41 -1.26 3.42
H 0.71 -2.55 3.90
H -0.39 -2.79 2.53
```

Atom charges from the Löwdin analysis, given in e for atoms 1 to 4:
1 Tc 0.75
2 C -0.01
3 C -0.25
4 N 0.15

---

Entry from OMol25: a molecular structure, C24H39Br6NO14 at a distorted geometry (ωB97M-V/def2-TZVPD).

Values from the calculation:
max |F| = 7.5 eV/A
HOMO level = -10.24 eV
LUMO level = -0.0263 Eh
frontier orbital gap = 9.5 eV

```
84
C24H39Br6NO14 (ωB97M-V/def2-TZVPD)
C -34.50 -2.93 4.47
C -34.91 -2.68 5.82
C -36.29 -2.48 6.08
C -37.23 -2.52 5.00
C -36.77 -2.80 3.71
C -35.45 -3.09 3.46
N -38.68 -2.14 5.28
O -39.50 -2.12 4.33
O -39.11 -1.96 6.43
H -33.43 -3.00 4.30
H -34.13 -2.57 6.56
H -36.69 -2.20 7.04
H -37.48 -2.86 2.89
H -35.22 -3.26 2.42
C -23.20 2.97 1.04
C -24.76 2.88 1.24
O -25.12 2.26 2.46
C -26.37 2.20 2.82
O -27.29 2.90 2.45
O -26.40 1.40 3.86
C -27.47 1.30 4.81
H -22.70 2.00 0.96
H -22.65 3.44 1.85
H -22.87 3.42 0.10
H -25.06 2.17 0.47
H -25.31 3.81 1.40
H -28.22 0.66 4.34
H -27.92 2.26 5.06
H -27.23 0.69 5.68
C -44.47 -2.17 12.20
C -45.03 -2.76 13.53
O -44.87 -1.82 14.57
C -45.79 -1.80 15.63
O -45.76 -0.93 16.50
O -46.47 -3.02 15.67
C -47.39 -3.26 16.79
H -45.05 -1.26 12.04
H -44.74 -2.86 11.41
H -43.39 -2.04 12.08
H -44.55 -3.72 13.72
H -46.08 -2.93 13.27
H -47.99 -2.43 17.16
H -46.81 -3.60 17.65
H -48.11 -4.05 16.58
C -32.09 -7.99 -1.16
C -31.25 -7.19 -0.13
O -29.84 -7.41 -0.28
C -29.02 -7.01 0.66
O -29.36 -6.36 1.67
O -27.82 -7.44 0.26
C -26.62 -7.17 0.91
H -33.16 -7.77 -1.12
H -31.90 -9.05 -0.99
H -31.84 -7.77 -2.20
H -31.69 -7.36 0.85
H -31.42 -6.15 -0.40
H -26.58 -7.42 1.97
H -26.34 -6.15 0.65
H -25.88 -7.84 0.48
C -32.85 6.93 4.93
C -32.54 5.69 5.73
O -33.60 5.16 6.56
C -34.68 4.78 6.07
O -35.07 4.57 4.89
O -35.54 4.63 7.16
C -36.86 4.08 6.96
H -33.16 7.81 5.49
H -33.57 6.80 4.11
H -31.92 7.06 4.38
H -31.69 5.97 6.36
H -32.17 4.91 5.06
H -37.63 4.54 7.58
H -36.74 3.06 7.33
H -37.16 3.94 5.92
C -30.08 -7.38 6.67
Br -31.15 -8.18 8.20
Br -28.89 -8.72 5.86
Br -28.84 -5.96 7.25
H -30.69 -6.98 5.87
C -30.83 1.32 11.97
Br -31.63 -0.43 11.60
Br -29.65 1.32 13.61
Br -32.20 2.67 12.10
H -30.17 1.64 11.17
```

Atom charges from the Löwdin analysis, given in e for atoms 1 to 4:
1 C -0.06
2 C -0.05
3 C 0.01
4 C -0.10

---

Entry from OMol25: 5 unconnected molecules or ions with the total composition C24H39F4N7O15PS at a distorted geometry (ωB97M-V/def2-TZVPD).

Values from the calculation:
max |F| = 2.5 eV/A
HOMO level = -12.02 eV
LUMO level = -0.1058 Eh
frontier orbital gap = 9.1 eV
total charge = +1

```
91
C24H39F4N7O15PS (ωB97M-V/def2-TZVPD)
C -4.77 -0.84 1.13
C -3.23 -0.78 1.14
C -2.78 0.58 0.64
N -1.31 0.82 0.68
N -0.53 -0.31 0.73
C -0.20 -1.16 -0.23
C -0.66 -1.09 -1.63
C -1.15 -2.46 -2.11
C -1.78 -2.40 -3.50
C -0.76 -2.46 -4.65
O 0.56 -2.23 -4.20
C 1.22 -1.14 -4.83
N 0.63 -2.09 0.22
C 0.83 -1.84 1.51
N 1.68 -2.58 2.24
S 2.39 -4.01 1.50
C 2.10 -2.29 3.60
C 2.92 -1.02 3.73
N 3.70 -0.58 2.84
N 0.11 -0.74 1.92
P -0.11 0.18 3.41
N 1.00 1.21 3.59
O -1.51 0.93 3.39
O -0.28 -0.84 4.62
H -5.19 0.08 0.71
H -5.13 -1.64 0.49
H -5.18 -0.96 2.13
H -2.88 -1.54 0.44
H -2.85 -0.99 2.13
H -3.21 1.35 1.29
H -3.17 0.77 -0.36
H -1.01 1.38 -0.10
H 0.19 -0.77 -2.24
H -1.45 -0.34 -1.75
H -0.30 -3.14 -2.09
H -1.85 -2.84 -1.37
H -2.43 -1.53 -3.58
H -2.44 -3.27 -3.58
H -1.03 -1.73 -5.41
H -0.79 -3.45 -5.10
H 1.66 -1.44 -5.78
H 2.01 -0.82 -4.16
H 0.55 -0.29 -4.98
H 3.35 -3.38 0.81
H 2.78 -3.10 3.88
H 1.30 -2.37 4.34
H 2.84 -0.46 4.66
H 3.70 -1.18 2.01
H 1.73 1.23 2.90
H -2.17 0.41 3.88
H -0.66 -1.70 4.39
C -1.09 3.86 5.30
C -0.12 5.03 5.28
O -0.97 6.10 4.89
C -2.24 5.81 5.31
O -3.13 6.58 5.35
O -2.32 4.50 5.65
F 0.85 4.88 4.35
H -1.19 3.40 4.32
H -0.83 3.10 6.03
H 0.34 5.26 6.24
C -2.90 8.26 2.76
C -2.83 7.84 1.31
O -3.55 8.86 0.66
C -3.43 10.00 1.42
O -3.70 11.09 1.04
O -2.96 9.69 2.65
F -3.45 6.65 1.09
H -3.81 7.90 3.24
H -2.04 7.96 3.35
H -1.82 7.79 0.90
C 4.96 0.47 -7.96
C 4.43 1.51 -6.99
O 3.05 1.52 -7.28
C 2.72 0.28 -7.76
O 1.61 -0.12 -7.86
O 3.83 -0.41 -8.09
F 4.95 2.74 -7.22
H 5.19 0.92 -8.93
H 5.82 -0.08 -7.59
H 4.58 1.26 -5.93
C 1.77 -9.13 -0.21
C 2.64 -8.66 -1.36
O 2.85 -7.29 -1.02
C 2.77 -7.19 0.32
O 3.14 -6.24 0.95
O 2.21 -8.28 0.86
F 2.00 -8.73 -2.55
H 0.71 -8.93 -0.41
H 1.90 -10.18 0.05
H 3.60 -9.16 -1.44
```

Atom charges from the Löwdin analysis, given in e for atoms 1 to 4:
1 C -0.07
2 C -0.23
3 C -0.19
4 N 0.03